Entry 1:
ORCA calculation (ωB97M-V/def2-TZVPD) on 2 unconnected molecules or ions with the total composition C2H3NO.

Its lowest unoccupied orbital energy is 0.03076 hartree. For the orbital gap, the calculation gives 10.9 eV. Its structure (SMILES) is C#N.C=O. The multiplicity is 1. Its energy is -5658.433 eV. The value obtained for the largest force on an atom is 0.827 eV Å⁻¹. For the energy relative to the best compared isomer or geometry (same formula, charge and spin), the calculation gives 33.9 kcal per mole. The charge is 0.

CARTESIAN COORDINATES (ANGSTROEM)
C -0.89991 0.72716 -2.21970
N -1.30452 -0.13677 -1.59922
H -0.53754 1.54679 -2.78204
C 0.76187 -0.62674 1.69599
O 1.75797 -0.35545 2.29470
H 0.68585 -1.50579 1.03427
H -0.15360 -0.01719 1.76224

Entry 2:
ORCA calculation (ωB97M-V/def2-TZVPD) on a molecular structure, C2H2Br6 in a non-equilibrium geometry.

Its lowest unoccupied orbital energy is -0.02934 hartree. For the orbital gap, the calculation gives 8.5 eV. The multiplicity is 1. Its energy is -422357.650 eV. The value obtained for the largest force on an atom is 5.341 eV Å⁻¹. For the energy relative to the best compared isomer or geometry (same formula, charge and spin), the calculation gives 68.4 kcal per mole. The charge is 0.

CARTESIAN COORDINATES (ANGSTROEM)
C -1.25139 1.40520 -0.02836
Br -1.54293 0.17074 -1.57630
Br 0.08285 0.70895 1.20258
Br -2.87746 1.70820 0.81433
H -0.94489 2.37268 -0.42603
C 1.31855 -1.15260 0.00756
Br -0.36538 -2.08993 -0.23896
Br 2.61297 -1.62240 -1.52378
Br 2.01519 -1.35805 1.94699
H 0.95250 -0.14283 -0.17805

Entry 3:
ORCA calculation (ωB97M-V/def2-TZVPD) on 2 unconnected molecules or ions with the total composition C22H21NO2 in a non-equilibrium geometry.

Its lowest unoccupied orbital energy is -0.07700 hartree. For the orbital gap, the calculation gives 4.6 eV. The multiplicity is 1. Its energy is -28734.993 eV. The value obtained for the largest force on an atom is 1.822 eV Å⁻¹. For the energy relative to the best compared isomer or geometry (same formula, charge and spin), the calculation gives 139.9 kcal per mole. The charge is 0.

CARTESIAN COORDINATES (ANGSTROEM)
C -5.79652 -1.73358 1.43120
C -4.40343 -1.19045 1.38645
C -4.17942 0.17108 1.64059
C -2.90791 0.70674 1.55475
C -1.79357 -0.10291 1.17287
C -0.52020 0.50893 1.00528
C 0.75320 -0.08621 1.20569
C 1.90803 0.70826 0.92891
C 3.17737 0.17495 1.00403
C 3.37270 -1.16806 1.35291
C 4.75909 -1.72780 1.40090
C 2.25853 -1.94841 1.69585
C 0.98088 -1.41139 1.69351
C -2.03610 -1.48778 0.93508
C -3.31508 -2.01127 1.05865
H -5.78720 -2.82573 1.47437
H -6.33890 -1.34582 2.30004
H -6.36217 -1.43592 0.53859
H -5.02646 0.80648 1.90035
H -2.72946 1.76337 1.75613
H -0.51521 1.59728 0.88586
H 1.75884 1.75349 0.65046
H 4.04613 0.79823 0.78570
H 4.73965 -2.82027 1.36613
H 5.34834 -1.35601 0.55566
H 5.28456 -1.42892 2.31784
H 2.41635 -2.98949 1.98309
H 0.14339 -1.99311 2.08230
H -1.21104 -2.12065 0.60389
H -3.48834 -3.07431 0.88661
C -0.53251 0.51490 -1.96481
N -1.69918 1.20166 -1.74344
O -2.82310 0.60073 -1.75257
O -1.65318 2.44569 -1.47199
C 0.66251 1.17642 -2.37835
C 0.74631 2.58888 -2.45965
C 1.95216 3.21175 -2.75683
C 3.09506 2.45218 -3.02950
C 3.01943 1.05064 -3.01744
C 1.82226 0.41727 -2.70984
H -0.61396 -0.57218 -2.01727
H -0.15856 3.15010 -2.25325
H 1.97638 4.30141 -2.77479
H 4.03938 2.94838 -3.25906
H 3.90167 0.45321 -3.25508
H 1.72927 -0.67174 -2.70984

Entry 4:
ORCA calculation (ωB97M-V/def2-TZVPD) on C4HNO2 in the gas phase in a non-equilibrium geometry.

Its lowest unoccupied orbital energy (alpha / beta) is -0.07920 / -0.07920 hartree. For the orbital gap (alpha / beta), the calculation gives 7.0 / 7.0 eV. Its structure (SMILES) is O=c1ncc2oc1=2. The multiplicity is 1. Its energy is -9740.841 eV. The value obtained for the largest force on an atom is 6.513 eV Å⁻¹. For the energy relative to the best compared isomer or geometry (same formula, charge and spin), the calculation gives 135.0 kcal per mole. The charge is 0.

CARTESIAN COORDINATES (ANGSTROEM)
O 1.21240 1.96853 0.39859
C 0.87807 0.91865 -0.09118
N -0.57952 0.72153 -0.80509
C -1.18682 -0.13433 -0.10964
C -0.10185 -1.06470 0.32833
O 0.75294 -1.71555 -0.40929
C 1.30609 -0.41289 0.47865
H -2.28132 -0.28124 0.20963